1.
C52H37N8STc as an isolated structure, computed with the ωB97M-V functional and the def2-TZVPD basis.

```
99
Properties=species:S:1:pos:R:3:forces:R:3:mulliken_spin:R:1
Tc 0.144285 -0.031883 0.445500 0.3703 0.0373 -0.3974 1.9884
C 0.482725 4.904363 6.232332 -0.0020 -0.0004 -0.0022 0.0003
C 1.003810 5.266167 4.998094 0.0001 -0.0145 0.0070 0.0001
C 0.934543 4.384110 3.928549 0.0017 -0.0001 0.0007 0.0024
C 0.337298 3.136063 4.079103 0.0038 0.0062 -0.0401 0.0078
C -0.181856 2.781550 5.320746 -0.0118 -0.0039 0.0147 -0.0004
C -0.110093 3.659746 6.393103 0.0062 -0.0040 -0.0216 0.0000
C 0.269566 2.182516 2.926955 0.2027 -0.1264 0.1388 0.0095
C -0.704189 2.383394 1.980304 -0.1958 -0.0494 -0.2163 0.0109
C -1.670365 3.488738 1.968441 0.1130 -0.0253 0.1141 0.0135
C -2.412064 3.386517 0.863353 -0.0805 -0.0538 -0.1315 -0.0059
C -1.987139 2.191246 0.109374 0.0482 0.0661 0.2487 -0.0018
N -0.949844 1.615034 0.858382 -0.0311 0.1115 -0.0605 -0.0220
C -2.560196 1.819031 -1.088127 -0.0572 0.0117 -0.1549 0.0226
C -2.096969 0.647755 -1.870964 -0.0026 0.0814 0.1063 0.0123
C -2.837099 -0.184974 -2.898332 -0.0551 0.0753 0.0731 0.0086
C -2.284902 -1.336512 -3.342855 0.0742 -0.1400 0.0911 0.0077
C -1.181966 -1.946838 -2.541023 -0.1189 0.0768 -0.0625 -0.0413
C 0.055755 -2.476679 -2.660089 0.1626 -0.0181 -0.0528 0.0212
C 0.537512 -2.969914 -3.971081 0.0205 0.0351 0.1172 -0.0094
C -0.300741 -3.735607 -4.777779 -0.0164 -0.0049 -0.0535 0.0017
C 0.120177 -4.151972 -6.032195 -0.0123 0.0008 0.0290 -0.0005
C 1.382221 -3.802887 -6.490674 0.0163 0.0113 0.0122 0.0023
C 2.225763 -3.043598 -5.689348 -0.0159 -0.0152 -0.0085 -0.0006
C 1.809791 -2.634775 -4.432490 0.0310 -0.0176 0.0026 0.0045
C 0.996447 -2.556922 -1.488612 -0.1429 -0.0423 -0.0135 0.0404
N 1.231755 -1.666841 -0.433083 0.1419 0.1718 -0.1095 -0.0847
C 2.388927 -2.096862 0.201701 -0.0929 0.0280 0.0172 0.0075
C 3.173504 -1.330364 1.197526 0.0703 -0.0135 0.0124 -0.0034
C 4.676579 -1.392102 1.136738 -0.0646 -0.0418 -0.0924 0.0034
C 5.399365 -2.251784 0.289021 -0.0247 -0.0096 0.0758 0.0043
C 6.783228 -2.267031 0.257368 -0.0304 -0.0097 -0.0143 -0.0034
C 7.521146 -1.393128 1.037991 -0.0038 0.0141 0.0178 0.0057
C 6.840957 -0.452122 1.791624 0.0212 -0.0012 -0.0082 -0.0029
C 5.457673 -0.434134 1.812452 -0.0244 0.0687 -0.0249 0.0044
C 2.629525 -0.462237 2.143884 -0.0684 0.0177 -0.0920 0.0169
C 3.149058 -0.013868 3.415086 0.0039 0.0535 0.0788 0.0006
C 2.334765 0.966557 3.884765 0.1150 -0.0067 0.0640 0.0044
C 1.289135 1.150008 2.914596 -0.1533 0.1761 -0.0502 -0.0054
N 1.434390 0.235223 1.955554 -0.0549 -0.1749 0.1229 -0.0018
C 2.737256 -3.352912 -0.316155 0.1232 0.0923 0.1197 0.0403
C 1.896783 -3.612832 -1.386008 -0.0631 -0.0572 -0.0530 0.0113
N -1.172070 -0.169366 -1.091123 -0.0047 0.1061 -0.1202 -0.0382
C -3.716758 2.560645 -1.660791 0.0069 -0.0353 0.0279 -0.0019
C -4.923847 2.650151 -0.970576 -0.0232 0.0177 0.0297 0.0024
C -6.009745 3.311925 -1.525666 0.0175 -0.0079 -0.0014 -0.0009
C -5.908841 3.879166 -2.787757 -0.0009 0.0037 -0.0054 0.0015
C -4.716993 3.783346 -3.492986 -0.0005 -0.0069 0.0265 -0.0001
C -3.631051 3.128917 -2.931117 0.0291 0.0044 -0.0150 0.0042
H 0.538474 5.590530 7.067044 -0.0015 -0.0021 -0.0019 0.0000
H 1.468480 6.234811 4.868102 -0.0008 -0.0011 0.0005 0.0000
H 1.347544 4.660678 2.965559 -0.0034 0.0034 0.0026 0.0004
H -0.649782 1.811286 5.445603 0.0021 0.0067 -0.0011 0.0015
H -0.520020 3.373396 7.352824 0.0001 0.0016 -0.0009 -0.0001
H -1.729250 4.253424 2.726272 0.0079 -0.0101 -0.0006 0.0009
H -3.190035 4.058082 0.539825 0.0038 -0.0089 -0.0081 0.0006
H -3.739017 0.225519 -3.329989 0.0205 0.0083 -0.0160 0.0004
H -2.725491 -1.852593 -4.186768 0.0171 0.0162 -0.0125 0.0008
H -1.276416 -4.027979 -4.407169 0.0041 -0.0003 -0.0029 -0.0007
H -0.532780 -4.757556 -6.646779 0.0030 -0.0012 0.0028 0.0000
H 1.712903 -4.131125 -7.467228 -0.0005 0.0064 0.0018 0.0001
H 3.212541 -2.776029 -6.043827 -0.0031 0.0021 0.0047 0.0000
H 2.469005 -2.053903 -3.798988 -0.0070 0.0046 -0.0097 0.0025
H 4.893854 -2.894478 -0.402407 -0.0390 -0.0763 -0.0010 -0.0002
H 7.283895 -2.958153 -0.407889 -0.0053 -0.0054 0.0070 0.0000
H 8.602667 -1.405834 1.013232 -0.0059 -0.0004 -0.0031 0.0003
H 7.384708 0.305349 2.340586 -0.0024 -0.0001 0.0003 -0.0001
H 4.993413 0.395229 2.314804 -0.0180 0.0121 -0.0032 0.0005
H 3.985864 -0.450120 3.932639 0.0058 -0.0009 -0.0098 0.0005
H 2.427004 1.506813 4.812825 -0.0021 -0.0104 -0.0122 0.0010
H 3.480889 -4.018798 0.081557 0.0191 -0.0184 -0.0316 0.0004
H 1.918434 -4.474414 -2.034793 0.0191 0.0081 0.0104 -0.0009
H -5.009472 2.189888 0.006632 0.0025 0.0007 -0.0045 -0.0006
H -6.939268 3.374592 -0.975108 0.0039 0.0031 -0.0025 0.0000
H -6.756750 4.392224 -3.221506 0.0030 -0.0029 -0.0041 0.0001
H -4.631423 4.226185 -4.476565 0.0034 -0.0003 0.0006 0.0000
H -2.695444 3.073234 -3.477893 -0.0060 0.0023 0.0018 -0.0014
C -2.912122 -3.426266 -0.833973 -0.0037 -0.0270 0.0070 -0.0021
C -2.124331 -2.267963 -0.296487 -0.1905 0.0219 0.0008 0.3856
N -1.392751 -1.556545 -1.213315 0.2325 0.1026 0.2858 0.1976
N -0.671893 0.494142 -2.272656 0.0857 -0.3160 -0.1254 0.0017
C 0.375564 1.378731 -2.207377 -0.0828 0.1724 -0.0266 0.0243
N 0.401419 2.195594 -3.260164 0.0632 -0.0073 0.0596 0.0081
S 1.546065 1.377407 -1.015750 -0.2643 -0.1768 0.1024 -0.0448
C -2.068486 -2.058055 1.105058 0.0134 0.0335 -0.0969 0.0119
C -2.911525 -2.808756 1.957723 -0.0179 0.0057 0.0028 0.1527
C -2.901584 -2.589729 3.310463 -0.0255 -0.0277 0.0260 -0.0156
C -2.051963 -1.619873 3.838550 0.0080 0.0239 -0.0148 0.1510
C -1.225565 -0.943342 2.970174 -0.0692 -0.0878 -0.0548 -0.0228
N -1.205398 -1.151606 1.646302 0.0172 -0.0652 0.1624 0.0745
H -2.876019 -3.466712 -1.917378 0.0046 0.0000 0.0029 0.0041
H -3.961556 -3.348703 -0.542036 0.0008 0.0000 -0.0112 0.0127
H -2.526500 -4.374141 -0.451671 -0.0129 0.0003 -0.0039 0.0080
H -0.185172 2.014990 -4.058669 -0.0200 0.0212 0.0057 0.0000
H 1.156103 2.855913 -3.345949 -0.0105 0.0082 -0.0116 -0.0001
H -3.569420 -3.552114 1.537418 -0.0054 0.0094 0.0219 0.0248
H -3.550477 -3.165525 3.956988 -0.0030 0.0011 -0.0065 -0.0016
H -2.015099 -1.401221 4.895322 -0.0039 -0.0107 -0.0005 0.0057
H -0.541028 -0.200506 3.343118 0.0363 -0.0051 0.0214 -0.0186
```
Positions in Å, forces in eV/Å.

Its molar mass is 903.99 g mol⁻¹. Its total energy is -2920.47668 Eh. Its spin multiplicity is 4. Its expectation value of S² is 3.784. The max |F| comes out at 0.54 eV/Å. The total charge is +1. For the LUMO energy (alpha / beta), the calculation gives -3.74 / -3.75 eV.



2.
C52H38N5OP2S5Ta as an isolated structure at a distorted geometry, computed with the ωB97M-V functional and the def2-TZVPD basis.

```
104
Properties=species:S:1:pos:R:3:forces:R:3:lowdin_charge:R:1
Ta 0.197760 0.570477 -0.101657 -0.2807 -0.1634 1.3258 1.2542
C 4.612839 2.572586 3.145264 -0.0394 -0.0062 0.0192 -0.3630
S 2.960533 2.854807 3.778831 0.0165 -0.0741 0.0247 0.9832
C 1.958413 1.847104 2.753109 -0.0575 -0.0713 0.0522 -0.6030
S 0.160872 2.836846 0.728784 0.3749 0.3331 -0.2866 0.6463
N 2.552964 1.181341 1.834867 0.1429 0.0721 -0.2201 -0.0235
N 1.991246 0.391682 0.848884 -0.2800 0.2125 0.1967 -0.2034
C 3.125087 -0.181637 0.096011 -0.0630 -0.2152 -0.1023 -0.2230
C 2.296373 -1.374591 -1.490528 0.1276 0.0437 -0.0908 -0.3515
C 2.533754 -2.237195 -2.685099 -0.0406 0.1258 0.0631 0.0095
C 1.550685 -2.881904 -3.304632 -0.1705 -0.0988 -0.0663 -0.0388
C 0.192739 -2.774856 -2.788791 0.2997 -0.1705 -0.2077 -0.0396
C -0.060550 -1.948131 -1.777003 -0.0856 0.2155 0.1768 -0.2705
N 0.875317 -1.097011 -1.166109 -0.1087 0.1251 0.1327 -0.1743
H 5.285341 3.041084 3.862054 0.0085 0.0017 -0.0444 0.0455
H 4.813683 1.506098 3.084932 0.0363 0.0230 0.0029 0.0409
H 4.723290 3.039523 2.168501 0.0309 -0.0462 0.0084 0.0307
H 4.053633 0.164907 0.535407 -0.0229 0.1217 0.0740 0.1513
H 3.559757 -2.320552 -3.016299 -0.0339 0.0304 -0.0107 0.1206
H 1.751519 -3.501776 -4.170074 -0.0170 0.0135 0.0629 0.1187
H -0.606797 -3.384534 -3.190584 0.0600 0.0071 0.0370 0.1183
H -1.057595 -1.900629 -1.375854 -0.0074 -0.0672 0.1537 0.0496
O -2.015419 2.234337 -2.372134 0.0198 -0.1816 0.1275 -0.4060
S -1.367997 0.945835 -2.092504 -0.3498 0.5518 -0.7453 0.7719
C -0.432346 0.561353 -3.566144 -0.0171 -0.0715 0.0365 -0.3425
C -1.056005 0.320170 -4.779267 -0.0152 0.0197 -0.0304 -0.0461
C -0.282049 0.204895 -5.924410 -0.0002 -0.0053 -0.0495 -0.0202
C 1.096327 0.361071 -5.860435 -0.0028 0.0016 -0.0014 -0.0206
C 1.708473 0.669732 -4.653948 -0.0241 -0.0020 -0.0034 -0.0441
C 0.950750 0.777284 -3.491857 0.0456 0.0776 -0.0580 -0.3244
P 1.724843 1.266119 -1.925663 0.1562 -0.0250 0.1946 1.0457
C 3.009805 0.026930 -1.461582 -0.0744 0.0412 -0.0746 -0.3672
C 3.042518 -1.703922 -0.148878 -0.0501 0.0613 -0.0588 -0.1449
C 4.388850 -2.347031 -0.325182 -0.0839 0.0160 0.0230 -0.0181
C 5.393843 -1.872409 -1.062534 0.0589 0.1044 -0.1023 -0.0619
C 5.382197 -0.665146 -1.906119 0.0603 -0.1639 0.0627 -0.0542
C 4.350116 0.149802 -2.131229 -0.1674 0.0059 0.0749 -0.0615
C 2.470522 2.880327 -2.064657 -0.1037 0.0503 -0.0302 -0.3589
C 3.461198 3.231965 -1.144061 0.0118 -0.0003 -0.0128 -0.0842
C 4.012748 4.500571 -1.193288 -0.0009 0.0253 0.0069 -0.0472
C 3.568548 5.416168 -2.141913 0.0233 -0.0047 0.0176 -0.0420
C 2.566220 5.073165 -3.038239 -0.0328 0.0089 -0.0094 -0.0466
C 2.009247 3.803190 -3.002107 0.0275 -0.0085 -0.0106 -0.0616
C -2.628493 -0.306680 -1.723106 0.0888 0.0049 0.1206 -0.3703
C -3.144736 -1.234837 -2.613784 -0.0427 0.0389 -0.0239 -0.0529
C -4.066581 -2.160421 -2.147882 -0.0338 -0.0335 0.0437 -0.0165
C -4.458615 -2.167021 -0.810145 -0.0100 -0.0448 -0.0388 -0.0266
C -3.953463 -1.224708 0.071802 0.0444 -0.0405 0.0395 -0.0521
C -3.016684 -0.289878 -0.366009 -0.1130 0.1842 -0.1168 -0.3695
P -2.483153 1.224477 0.513036 0.2601 -0.9727 0.2549 1.0140
C -4.035060 1.933670 1.133963 0.2176 0.2654 -0.3706 -0.3258
C -4.207392 2.264399 2.471531 -0.0182 -0.0166 0.1295 -0.0730
C -5.440504 2.738254 2.901687 0.0256 0.0035 0.0078 -0.0507
C -6.483354 2.890211 1.999924 0.0215 0.0081 -0.0305 -0.0446
C -6.292524 2.596712 0.653224 0.0145 -0.0008 0.0167 -0.0480
C -5.064982 2.132855 0.212695 -0.0193 0.0222 -0.0529 -0.0754
C -1.461290 0.930604 1.992030 -0.0908 0.0808 -0.3633 -0.4932
C -0.600700 2.163402 2.285122 0.2701 -0.1018 -0.2864 -0.5855
C 0.521837 1.928230 3.309237 -0.0600 -0.1970 -0.0476 -0.3361
C 0.244946 0.798014 4.270345 0.1030 0.1566 0.0169 -0.0069
C -0.713115 -0.105485 4.080466 -0.1518 -0.1007 -0.0304 -0.0877
C -1.521352 -0.089736 2.869644 0.1698 -0.0671 0.1200 -0.0721
H -2.134375 0.260803 -4.847707 0.0444 0.0289 -0.0081 0.1190
H -0.763479 0.013691 -6.874819 0.0278 -0.0091 0.0213 0.1259
H 1.692657 0.270861 -6.759396 -0.0167 0.0080 0.0332 0.1254
H 2.779476 0.832653 -4.615405 -0.0312 0.0086 -0.0292 0.1210
H 2.434622 -2.253509 0.565426 -0.0224 -0.0660 -0.0071 0.0814
H 4.539845 -3.283449 0.200027 -0.0094 0.0512 -0.0044 0.1217
H 6.314518 -2.444185 -1.080041 -0.0255 0.0382 -0.0015 0.1145
H 6.311639 -0.443169 -2.418764 -0.0381 -0.0123 0.0113 0.1175
H 4.493643 0.998913 -2.790809 0.0146 -0.0211 0.0149 0.1090
H 3.795452 2.519505 -0.396130 0.0094 0.0398 -0.0156 0.0997
H 4.790545 4.782815 -0.494787 -0.0294 -0.0270 -0.0207 0.1156
H 4.008182 6.405063 -2.179766 -0.0258 -0.0341 0.0086 0.1195
H 2.215188 5.796106 -3.763556 0.0193 -0.0405 0.0174 0.1190
H 1.224319 3.532210 -3.698761 0.0176 0.0310 0.0040 0.1141
H -2.832008 -1.259567 -3.647281 0.0026 -0.0269 0.0429 0.1067
H -4.488725 -2.881508 -2.836728 0.0172 0.0090 0.0348 0.1276
H -5.183031 -2.895243 -0.464779 0.0232 0.0381 -0.0328 0.1254
H -4.306625 -1.194190 1.097328 -0.0018 0.0111 -0.0532 0.1253
H -3.403279 2.147043 3.188346 -0.0267 -0.0416 -0.0185 0.1023
H -5.581230 2.989792 3.944801 -0.0057 -0.0199 -0.0217 0.1178
H -7.445793 3.247582 2.343423 0.0407 0.0060 -0.0161 0.1196
H -7.098582 2.737556 -0.055059 0.0179 -0.0045 0.0238 0.1185
H -4.909633 1.925078 -0.840635 -0.0080 -0.0116 0.0339 0.1156
H -1.248470 2.965879 2.645774 -0.0777 -0.0291 0.0137 0.1098
H 0.558751 2.828751 3.926873 -0.0671 0.0431 -0.0008 0.1126
H 0.875372 0.754661 5.152100 -0.0072 0.0030 -0.0400 0.1325
H -0.887404 -0.890758 4.805818 0.0060 0.0437 -0.0481 0.1128
H -2.188984 -0.925930 2.687802 -0.0011 0.0132 -0.0011 0.1078
S 0.942121 -2.634065 2.874209 0.1387 -0.0127 -0.0357 0.7332
C -0.421260 -3.552284 3.496976 0.0246 -0.0133 0.0604 -0.6129
C -0.777335 -4.114379 4.705558 -0.0022 0.0058 0.0402 0.0078
C -1.981239 -4.819906 4.736473 -0.0070 -0.0634 0.2012 -0.1568
C -2.407908 -5.406175 5.982808 0.0173 -0.0426 0.0323 -0.1561
N -2.727156 -5.855793 6.991519 0.0568 0.1034 -0.2092 0.2110
C -2.774034 -4.965626 3.584400 -0.1746 -0.0892 -0.0475 -0.1619
C -2.403424 -4.377332 2.375580 -0.0960 0.0504 -0.0093 -0.0028
C -1.228571 -3.659984 2.372672 -0.0722 -0.0148 -0.1077 -0.6069
S -0.300662 -2.771499 1.166381 0.0647 -0.1250 0.0873 0.7217
C -3.987200 -5.742795 3.624450 -0.0013 -0.0341 0.0208 -0.1602
N -4.949922 -6.370793 3.613478 0.1419 0.1570 -0.0072 0.2059
H -0.172639 -4.029102 5.599027 -0.0042 -0.0324 -0.0358 0.1401
H -3.021402 -4.497829 1.495531 0.0196 -0.0206 0.0229 0.1296
```
Positions in Å, forces in eV/Å.

Its molar mass is 1152.14 g mol⁻¹. Its total energy is -5083.34612 Eh. The max |F| comes out at 1.36 eV/Å. The total charge is +2. For the LUMO energy, the calculation gives -6.47 eV.



Question: Number 2 is which compound?
Answer: C52H38N5OP2S5Ta